{"formula": "CHN3O2", "method": "ωB97M-V with the def2-TZVPD basis set", "elements": ["C", "H", "N", "N", "N", "O", "O"], "coordinates": [[-0.320948, 0.999847, -0.311073], [0.821927, -1.839213, 0.272800], [-0.773065, 0.528529, 0.796040], [-0.457936, -0.776043, 0.899350], [0.541555, -0.893024, 0.149864], [-0.643351, 1.888197, -1.150028], [0.831817, 0.091706, -0.656953]], "forces_ev_per_a": [[0.0079, 4.5972, -5.8633], [1.9572, -0.7217, -1.6181], [-3.6420, -1.9057, 2.5077], [0.2628, 4.4159, 0.8691], [-0.4690, -2.8104, 0.6686], [1.7755, -3.5073, 3.8974], [0.1075, -0.0679, -0.4615]], "multiplicity": 1, "fmax_ev_per_a": 7.5, "total_energy_ha": -353.314739, "smiles": "O=c1nn[nH]o1", "e_above_lowest_ev": 3.2224, "homo_ev": -10.353}